DFT (ωB97M-V/def2-TZVPD) results for a structure of composition C40H29N4O2PtS3Se.

XYZ file:
```
80
Properties=species:S:1:pos:R:3:mulliken_charge:R:1
Pt 1.62 0.02 1.88 1.87
C -4.28 -5.52 -1.32 -1.42
C -3.15 -4.70 -0.77 0.74
C -1.82 -5.06 -1.02 -0.86
C -0.77 -4.34 -0.48 -0.71
C -1.05 -3.21 0.28 0.86
C -2.36 -2.82 0.55 -0.14
C -3.40 -3.57 0.02 -0.97
S 0.28 -2.34 1.04 0.38
O -0.33 -1.20 1.86 -0.64
C 1.06 -1.42 -0.30 0.25
C 2.35 -1.91 -0.65 -1.15
C 3.00 -1.44 -1.75 -1.06
C 2.41 -0.43 -2.55 1.05
C 3.08 0.07 -3.69 -1.10
C 2.50 1.04 -4.46 -0.80
C 1.23 1.56 -4.11 -0.91
C 0.56 1.10 -3.02 -0.63
C 1.12 0.07 -2.21 0.69
C 0.44 -0.45 -1.08 -0.02
C -0.95 0.03 -0.83 -0.03
C -2.00 -0.44 -1.66 1.11
C -1.79 -1.45 -2.62 -0.68
C -2.83 -1.92 -3.43 -0.92
C -4.10 -1.39 -3.31 -0.82
C -4.35 -0.39 -2.36 -0.69
C -3.31 0.10 -1.52 0.82
C -3.56 1.08 -0.57 -1.31
C -2.53 1.53 0.26 -0.67
C -1.26 1.02 0.11 0.78
S -0.06 1.65 1.31 0.68
O -0.84 1.96 2.51 -0.65
C 0.58 3.13 0.62 0.50
C 0.15 4.33 1.18 -0.74
C 0.68 5.51 0.67 -1.01
C 1.62 5.51 -0.36 0.71
C 2.20 6.79 -0.86 -1.52
C 2.03 4.28 -0.88 -1.52
C 1.53 3.09 -0.39 0.24
H -4.05 -6.58 -1.26 0.41
H -4.45 -5.28 -2.38 0.28
H -5.21 -5.33 -0.78 0.39
H -1.62 -5.95 -1.61 0.49
H 0.25 -4.67 -0.65 0.48
H -2.55 -1.98 1.20 0.60
H -4.42 -3.30 0.24 0.44
H 2.80 -2.68 -0.03 0.61
H 3.97 -1.82 -2.02 0.51
H 4.05 -0.33 -3.95 0.53
H 3.01 1.41 -5.34 0.46
H 0.80 2.34 -4.73 0.53
H -0.40 1.53 -2.78 0.59
H -0.81 -1.90 -2.72 0.55
H -2.63 -2.70 -4.15 0.53
H -4.91 -1.74 -3.93 0.50
H -5.34 0.02 -2.26 0.55
H -4.56 1.49 -0.46 0.50
H -2.74 2.26 1.03 0.67
H -0.57 4.35 1.98 0.56
H 0.35 6.46 1.09 0.46
H 1.46 7.59 -0.82 0.41
H 2.55 6.69 -1.89 0.39
H 3.04 7.09 -0.24 0.32
H 2.77 4.26 -1.67 0.47
H 1.87 2.15 -0.80 0.64
S 3.66 0.93 1.30 0.04
C 4.68 0.27 2.41 0.29
N 5.39 -0.20 3.21 -0.26
Se 2.98 -3.17 4.55 0.36
N 2.57 -2.43 6.09 -0.70
C 2.04 -1.24 5.84 0.66
C 1.56 -0.29 6.79 -0.50
C 1.06 0.88 6.31 -0.87
C 1.03 1.15 4.91 -0.05
N 1.46 0.29 4.02 -0.17
C 1.96 -0.90 4.47 0.50
N 2.38 -1.78 3.58 -0.33
H 1.60 -0.50 7.85 0.52
H 0.68 1.64 6.97 0.45
H 0.63 2.09 4.54 0.51
```

Results
Total charge: +3
Molecular weight in Da: 967.937
Spin multiplicity: 5
Expectation value of S²: 6.0570
ΔE to the lowest compared entry with this formula, charge and spin in kcal/mol: 0.0
Kohn-Sham gap (spin up / spin down) in eV: 7.19 / 4.56
Electronic energy in eV: -153074.90226
HOMO energy (spin up / spin down) in eV: -16.17 / -16.35
E_LUMO (spin up / spin down) in eV: -8.981 / -11.791

=====

DFT (ωB97M-V/def2-TZVPD) results for a structure of composition C40H30FFeIN6O7 in a non-equilibrium geometry.

XYZ file:
```
86
Properties=species:S:1:pos:R:3:mulliken_charge:R:1
Fe -0.61 1.34 0.07 1.33
C 0.11 3.16 4.29 -1.40
C -0.96 2.13 4.21 0.70
N -1.28 1.46 5.27 -0.50
C -2.26 0.56 5.27 -1.19
C -3.03 0.30 4.15 0.93
C -4.12 -0.75 4.26 -0.92
O -5.34 -0.40 3.65 -0.56
C -2.70 0.96 2.95 0.17
C -3.46 0.75 1.74 -0.84
N -3.05 1.14 0.59 0.42
C -3.70 0.92 -0.60 0.59
C -4.57 -0.16 -0.83 -0.62
C -5.10 -0.38 -2.09 -0.90
C -4.80 0.46 -3.14 -0.62
C -3.93 1.53 -2.95 -0.41
C -3.40 1.74 -1.70 0.04
I -2.01 3.33 -1.43 0.18
C -1.59 1.86 2.93 1.03
O -1.13 2.40 1.88 -1.22
H 0.69 3.02 5.19 0.33
H -0.35 4.15 4.30 0.39
H 0.75 3.12 3.41 0.26
H -2.44 0.06 6.21 0.36
H -4.26 -0.98 5.32 0.49
H -3.78 -1.66 3.76 0.09
H -5.81 0.22 4.21 0.35
H -4.43 0.27 1.88 1.12
H -4.78 -0.84 -0.02 0.37
H -5.74 -1.24 -2.25 0.41
H -5.21 0.28 -4.13 0.41
H -3.66 2.17 -3.77 0.44
O -1.03 -2.91 5.95 -0.60
N 0.14 -2.63 5.77 1.02
O 1.06 -2.99 6.46 -0.63
C 0.45 -1.77 4.65 0.29
C 1.51 -0.93 4.77 -0.81
C 1.86 -0.03 3.72 1.15
C 2.99 0.82 3.77 -0.70
C 3.23 1.65 2.71 -1.03
C 2.34 1.66 1.63 -0.17
N 1.29 0.87 1.56 0.35
C 1.06 0.02 2.57 -0.67
C -0.04 -0.90 2.42 -0.52
N -0.70 -0.88 1.25 0.65
C -1.61 -1.79 1.02 -0.33
C -1.98 -2.75 1.96 -1.38
C -1.36 -2.76 3.19 -0.78
C -0.34 -1.82 3.45 1.00
H 2.10 -0.94 5.68 0.57
H 3.65 0.79 4.63 0.50
H 4.10 2.30 2.69 0.45
H 2.48 2.32 0.78 0.38
H -2.07 -1.76 0.04 0.57
H -2.74 -3.48 1.72 0.47
H -1.66 -3.47 3.95 0.50
C 2.12 -3.05 -5.53 -1.81
C 2.62 -1.62 -5.70 0.49
C 4.14 -1.61 -5.85 -0.97
C 4.62 -0.18 -6.04 -1.03
C 4.19 0.65 -4.87 1.20
C 4.95 1.71 -4.44 -0.79
C 4.53 2.48 -3.36 -0.01
F 5.30 3.51 -2.96 -0.35
C 3.36 2.20 -2.70 -1.18
C 2.59 1.11 -3.10 0.42
C 1.36 0.83 -2.35 1.81
O 1.06 1.54 -1.37 -1.32
C 0.62 -0.29 -2.85 0.02
C 1.10 -1.01 -3.90 -0.51
N 2.23 -0.76 -4.56 0.26
C 3.00 0.32 -4.19 -0.73
C -0.69 -0.79 -2.27 -0.26
O -1.14 -1.85 -2.68 -0.78
O -1.26 -0.07 -1.39 0.26
H 2.59 -3.68 -6.28 0.43
H 1.04 -3.14 -5.67 0.52
H 2.38 -3.44 -4.55 0.41
H 2.17 -1.18 -6.60 0.12
H 4.41 -2.22 -6.71 0.39
H 4.60 -2.04 -4.96 0.34
H 4.20 0.24 -6.95 0.33
H 5.71 -0.15 -6.14 0.45
H 5.88 1.95 -4.93 0.54
H 3.03 2.82 -1.88 0.58
H 0.50 -1.86 -4.21 0.69
```

Results
Total charge: +1
Molecular weight in Da: 908.462
Spin multiplicity: 6
Expectation value of S²: 8.7632
ΔE to the lowest compared entry with this formula, charge and spin in kcal/mol: 46.5
Kohn-Sham gap (spin up / spin down) in eV: 6.93 / 5.49
Electronic energy in eV: -110439.66296
HOMO energy (spin up / spin down) in eV: -10.33 / -10.26
E_LUMO (spin up / spin down) in eV: -3.405 / -4.769

=====

DFT (ωB97M-V/def2-TZVPD) results for a structure of composition C40H31Br2CrN3O3P2 in a non-equilibrium geometry.

XYZ file:
```
82
Properties=species:S:1:pos:R:3:mulliken_charge:R:1
Cr 0.17 1.14 -0.04 0.08
O 3.58 0.76 2.12 -0.69
C 2.82 0.67 1.19 -0.10
O 1.51 0.84 1.30 -0.19
C 2.57 0.74 -1.43 0.75
C 3.88 1.09 -2.16 -0.12
C 4.36 -0.06 -2.98 -1.34
C 3.57 -1.10 -3.24 -1.03
C 2.17 -1.09 -2.79 0.21
N 1.67 -0.23 -1.99 0.31
H 3.91 2.02 -2.74 0.56
H 5.37 -0.01 -3.38 0.47
H 3.91 -1.93 -3.85 0.48
H 1.51 -1.85 -3.19 0.50
Br -0.07 5.90 1.40 -0.13
C 1.33 4.93 0.64 0.28
C 2.64 5.54 0.56 -0.34
C 3.69 4.84 0.14 -0.42
Br 5.40 5.64 0.14 -0.18
C 3.55 3.44 -0.29 1.07
C 4.60 2.61 -0.35 -1.60
C 4.57 1.18 -0.75 -0.26
C 3.38 0.33 -0.19 -0.32
N 1.74 1.85 -1.01 -0.37
C 2.17 2.96 -0.45 1.59
C 1.10 3.67 0.21 -0.71
O -0.03 2.99 0.33 -0.10
H 2.76 6.56 0.90 0.42
H 5.57 3.03 -0.11 0.37
H 5.55 0.72 -0.66 0.76
H 3.65 -0.73 -0.21 0.76
C -2.88 -1.87 1.78 -1.10
N -2.03 -1.05 0.92 -0.01
P -2.29 0.66 0.73 0.67
C -4.11 0.75 0.73 0.29
C -4.87 -0.04 -0.13 0.01
C -6.25 0.03 -0.08 -0.87
C -6.87 0.89 0.82 -0.46
C -6.12 1.68 1.67 -0.77
C -4.73 1.61 1.63 -0.24
C -1.97 0.85 -1.10 0.42
C -1.94 -0.23 -2.00 -0.77
C -1.81 -0.01 -3.35 -1.19
C -1.70 1.29 -3.84 -0.69
C -1.75 2.37 -2.98 -0.86
C -1.89 2.15 -1.61 -0.13
P -0.37 -1.37 0.72 1.35
C -0.33 -3.03 -0.01 0.41
C -0.21 -3.15 -1.40 0.40
C -0.29 -4.39 -2.01 -1.00
C -0.49 -5.53 -1.24 -0.71
C -0.60 -5.42 0.14 -0.79
C -0.52 -4.18 0.75 -0.71
C 0.33 -1.61 2.37 0.79
C -0.20 -0.95 3.48 -0.65
C 0.43 -1.03 4.71 -0.76
C 1.61 -1.75 4.84 -0.63
C 2.16 -2.39 3.74 -0.77
C 1.52 -2.32 2.51 -0.63
H -3.46 -2.58 1.19 0.16
H -3.58 -1.26 2.35 0.46
H -2.28 -2.43 2.50 0.46
H -4.38 -0.71 -0.83 0.30
H -6.84 -0.59 -0.75 0.44
H -7.95 0.94 0.84 0.41
H -6.61 2.35 2.36 0.43
H -4.14 2.22 2.29 0.45
H -2.05 -1.23 -1.61 0.98
H -1.80 -0.85 -4.04 0.51
H -1.60 1.46 -4.90 0.44
H -1.68 3.38 -3.36 0.46
H -1.95 3.00 -0.94 0.54
H -0.04 -2.26 -2.00 -0.08
H -0.19 -4.47 -3.09 0.48
H -0.56 -6.50 -1.72 0.41
H -0.75 -6.31 0.74 0.44
H -0.59 -4.11 1.83 0.38
H -1.10 -0.35 3.38 0.23
H 0.01 -0.52 5.56 0.46
H 2.11 -1.80 5.80 0.40
H 3.09 -2.94 3.84 0.44
H 1.96 -2.83 1.66 0.48
```

Results
Total charge: +1
Molecular weight in Da: 875.458
Spin multiplicity: 4
Expectation value of S²: 3.8067
ΔE to the lowest compared entry with this formula, charge and spin in kcal/mol: 92.2
Kohn-Sham gap (spin up / spin down) in eV: 6.21 / 6.46
Electronic energy in eV: -239674.42202
HOMO energy (spin up / spin down) in eV: -10.18 / -10.36
E_LUMO (spin up / spin down) in eV: -3.964 / -3.903

=====

DFT (ωB97M-V/def2-TZVPD) results for a structure of composition C40H31Br3IN2OPSSn in a non-equilibrium geometry.

XYZ file:
```
81
Properties=species:S:1:pos:R:3:mulliken_charge:R:1
Sn -0.14 0.26 -1.85 0.76
C 2.10 1.36 -4.37 -1.56
C 1.37 0.16 -4.88 1.03
C 1.57 -0.34 -6.17 -0.95
C 0.87 -1.44 -6.59 -0.77
C -0.09 -2.03 -5.76 1.13
C -0.90 -3.13 -6.10 -0.19
Br -0.61 -4.07 -7.73 -0.16
C -1.92 -3.53 -5.27 -0.42
C -2.15 -2.87 -4.06 -0.14
Br -3.60 -3.36 -2.96 -0.12
C -1.34 -1.83 -3.63 0.53
O -1.55 -1.21 -2.48 -0.61
C -0.29 -1.42 -4.49 -0.18
N 0.48 -0.38 -4.06 0.04
H 2.93 1.62 -5.03 0.42
H 2.48 1.19 -3.36 0.21
H 1.41 2.20 -4.34 0.36
H 2.27 0.16 -6.82 0.46
H 1.03 -1.84 -7.58 0.44
H -2.56 -4.35 -5.55 0.47
N 1.78 1.39 0.68 0.01
C 1.59 2.60 1.37 0.37
C 2.35 3.72 1.03 -0.70
C 2.18 4.93 1.67 -0.71
C 1.23 5.05 2.68 -0.94
C 0.44 3.97 3.01 -0.56
C 0.60 2.75 2.35 0.71
P -0.46 1.37 2.84 0.60
C 0.49 0.22 3.86 0.44
C 0.99 0.74 5.06 -0.72
C 1.66 -0.10 5.93 -0.74
C 1.83 -1.44 5.62 -0.61
C 1.37 -1.94 4.41 -0.78
C 0.70 -1.12 3.52 0.06
C -1.90 1.97 3.73 0.85
C -2.74 2.88 3.08 -0.61
C -3.87 3.34 3.72 -0.82
C -4.17 2.89 5.00 -0.55
C -3.34 1.99 5.65 -0.76
C -2.20 1.52 5.01 -0.41
H 1.77 0.58 1.30 0.10
H 2.64 1.41 0.14 0.03
H 3.11 3.61 0.26 0.45
H 2.79 5.77 1.40 0.43
H 1.11 5.99 3.20 0.46
H -0.31 4.07 3.78 0.47
H 0.84 1.78 5.29 0.49
H 2.04 0.29 6.87 0.46
H 2.34 -2.08 6.31 0.43
H 1.51 -2.98 4.16 0.47
H 0.32 -1.51 2.58 0.55
H -2.48 3.23 2.09 0.48
H -4.52 4.05 3.23 0.45
H -5.06 3.25 5.50 0.45
H -3.58 1.65 6.65 0.47
H -1.56 0.82 5.52 0.39
Br 4.48 -0.19 -1.54 -0.10
C 4.00 -1.50 -2.81 0.28
C 4.79 -1.66 -3.95 -0.45
C 4.46 -2.61 -4.90 -0.65
C 3.35 -3.41 -4.72 -0.72
C 2.55 -3.25 -3.59 -0.23
C 2.88 -2.29 -2.65 0.08
I 1.60 -2.06 -0.94 0.24
H 5.66 -1.03 -4.07 0.46
H 5.09 -2.72 -5.77 0.45
H 3.09 -4.16 -5.45 0.47
H 1.69 -3.88 -3.46 0.50
S -1.10 0.51 1.05 -0.20
C -2.63 -0.36 1.39 1.63
C -2.88 -0.94 2.62 -0.24
C -4.03 -1.69 2.78 -0.93
C -4.89 -1.88 1.72 -0.60
C -4.63 -1.29 0.49 -0.86
C -3.50 -0.51 0.33 -0.88
H -2.18 -0.83 3.44 0.31
H -4.24 -2.14 3.74 0.47
H -5.77 -2.50 1.84 0.42
H -5.31 -1.44 -0.34 0.54
H -3.29 -0.04 -0.63 0.53
```

Results
Total charge: +2
Molecular weight in Da: 1104.069
Spin multiplicity: 1
ΔE to the lowest compared entry with this formula, charge and spin in kcal/mol: 12.5
Kohn-Sham gap in eV: 6.80
Electronic energy in eV: -291183.63047
HOMO energy in eV: -12.43
E_LUMO in eV: -5.629